# C7H9N2

A gas-phase ion, C7H9N2 (charge +1) (the ωB97M-V functional and the def2-TZVPD basis, OMol25).

Structure (XYZ):
```
18
Properties=species:S:1:pos:R:3
C -0.47 0.26 0.98
C -1.19 -0.85 0.80
C -2.18 -1.60 1.54
H 2.25 1.23 0.68
H -1.73 -2.57 1.90
H -2.41 -1.01 2.35
H 1.05 2.44 0.12
C 1.76 0.67 -2.40
C 0.07 -0.43 -0.93
H 1.78 0.41 -3.38
N -0.85 -1.28 -0.45
H -0.17 0.90 1.78
N 0.41 0.49 -0.05
H 2.71 2.26 -1.52
C 1.50 1.42 -0.03
H -1.38 -1.97 -1.02
C 2.12 1.39 -1.42
H -3.27 -1.76 1.06
```

E: -381.22514 hartree
E_HOMO (alpha / beta): -13.39 / -13.39 eV
Relative energy (zero: lowest compared OMol25 entry of this formula, charge and spin): 4.859 eV
Net charge: +1

# C7H9N2O2

2 unconnected molecules or ions with the total composition C7H9N2O2 (the ωB97M-V functional and the def2-TZVPD basis, OMol25).

Structure (XYZ):
```
20
Properties=species:S:1:pos:R:3
C 1.82 0.76 2.15
H -1.50 -2.21 -0.29
C -1.56 -1.32 -0.74
C 1.87 -0.44 4.62
H 0.16 0.58 -3.18
C 0.93 1.25 -0.08
H -1.51 -1.57 -1.89
N -0.49 -0.43 -0.21
C 0.06 0.62 -0.95
C 0.96 0.49 1.11
H -1.40 0.44 -2.28
O 1.26 -0.47 3.56
O 2.82 1.27 2.42
H 1.59 2.02 -0.28
H 2.51 0.33 4.94
H -2.51 -0.97 -0.50
C -0.48 0.90 -2.28
H 1.59 -1.13 5.47
H -0.55 2.01 -2.51
N 0.05 -0.52 0.99
```

E: -531.77296 hartree
E_HOMO: -13.45 eV
Relative energy (zero: lowest compared OMol25 entry of this formula, charge and spin): 3.745 eV
Net charge: +1

The lowest E belongs to which entry?
C7H9N2O2